(1)
Entry from the OMol25 dataset: a structure of composition C43H58N10O6PTi (ωB97M-V/def2-TZVPD).

Computed properties:
- Frontier orbital gap: 5.67 eV
- Energy above the lowest of the compared OMol25 structures with the same formula, charge and spin: 180.7 kJ/mol
- 2S+1: 1
- Charge: +3

Geometry as XYZ:
```
119
Properties=species:S:1:pos:R:3:lowdin_charge:R:1
Ti 0.06 0.32 0.65 1.189
C 2.11 0.40 0.73 -0.325
C 2.18 1.84 1.07 -0.113
C 2.71 1.94 2.32 -0.011
C 3.03 0.62 2.83 -0.033
C 2.69 -0.30 1.90 -0.087
H 2.39 0.10 -0.28 0.087
H 1.98 2.65 0.40 0.106
H 2.94 2.87 2.83 0.127
H 3.46 0.41 3.80 0.125
H 2.76 -1.36 1.99 0.072
N -5.55 -3.28 0.15 0.242
C -4.55 -2.14 -0.01 -0.278
C -3.91 -1.85 1.34 -0.075
C -2.96 -0.64 1.29 -0.292
N -1.65 -1.02 0.66 0.015
C -3.65 0.56 0.64 -0.092
C -4.32 0.26 -0.69 -0.352
N -3.29 -0.06 -1.69 0.080
C -5.28 -0.93 -0.57 -0.092
H -5.10 -4.13 0.51 0.182
H -5.99 -3.51 -0.74 0.184
H -6.29 -3.02 0.81 0.182
H -3.82 -2.50 -0.73 0.147
H -3.38 -2.72 1.73 0.129
H -4.70 -1.61 2.06 0.146
H -2.72 -0.38 2.32 0.145
H -1.82 -1.39 -0.28 0.049
H -1.29 -1.81 1.19 0.043
H -2.93 1.38 0.51 0.107
H -4.40 0.92 1.34 0.146
H -4.92 1.13 -0.97 0.154
H -2.66 0.73 -1.80 0.077
H -3.72 -0.21 -2.60 0.098
H -5.72 -1.15 -1.54 0.137
H -6.10 -0.65 0.10 0.144
C -0.24 -3.88 1.48 -0.112
C 1.05 -4.14 0.69 -0.668
C 2.23 -4.06 1.66 -0.079
C 0.98 -5.58 0.16 -0.075
P 1.19 -2.77 -0.63 1.179
C 0.03 -3.32 -1.96 -0.345
C 0.13 -4.54 -2.64 -0.085
C -0.75 -4.89 -3.65 -0.034
C -1.78 -4.03 -4.02 -0.052
C -1.90 -2.82 -3.36 -0.080
C -1.01 -2.47 -2.36 -0.154
C 2.90 -2.81 -1.44 -0.662
C 2.78 -1.94 -2.69 -0.085
C 3.41 -4.20 -1.84 -0.067
C 3.98 -2.19 -0.52 -0.078
H -0.43 -4.73 2.14 0.104
H -1.11 -3.78 0.82 0.065
H -0.13 -3.00 2.13 0.077
H 2.04 -4.74 2.50 0.106
H 2.35 -3.06 2.08 0.050
H 3.16 -4.37 1.21 0.083
H 1.01 -6.25 1.03 0.103
H 1.81 -5.84 -0.48 0.072
H 0.05 -5.77 -0.37 0.081
H 0.91 -5.24 -2.39 0.082
H -0.62 -5.84 -4.16 0.125
H -2.45 -4.30 -4.82 0.119
H -2.68 -2.12 -3.66 0.095
H -1.12 -1.49 -1.93 0.028
H 2.09 -2.35 -3.43 0.087
H 3.76 -1.87 -3.17 0.106
H 2.48 -0.92 -2.45 0.054
H 2.77 -4.73 -2.53 0.070
H 3.60 -4.83 -0.97 0.079
H 4.37 -4.06 -2.35 0.103
H 4.00 -2.62 0.48 0.063
H 3.90 -1.11 -0.44 0.063
H 4.95 -2.40 -0.98 0.104
O -0.04 0.03 2.68 -0.037
C -0.57 1.19 2.79 -0.502
O -0.92 1.72 1.67 -0.104
C -0.74 1.87 4.07 -0.095
C -1.33 3.13 4.10 0.097
C -1.45 3.76 5.32 -0.080
C -1.01 3.19 6.50 0.135
C -0.43 1.94 6.42 -0.078
C -0.28 1.26 5.23 0.103
N 0.06 1.30 7.67 -0.344
O 0.57 0.21 7.54 0.107
O -0.09 1.92 8.69 0.142
N -2.08 5.10 5.35 -0.344
O -2.20 5.63 6.43 0.145
O -2.44 5.56 4.28 0.098
H -1.69 3.62 3.21 0.135
H -1.12 3.71 7.44 0.151
H 0.19 0.29 5.22 0.142
C -0.51 3.94 -0.35 0.034
C -0.23 2.83 -1.30 -0.286
N -0.09 1.52 -1.00 -0.022
C 0.24 0.88 -2.20 -0.106
C 0.27 1.79 -3.20 0.011
N -0.03 3.00 -2.61 0.040
C -0.04 4.28 -3.37 -0.037
N 1.22 4.52 -3.97 -0.067
N 1.55 3.79 -5.09 0.051
N 2.78 3.94 -5.34 0.104
C 3.34 4.76 -4.37 -0.212
C 4.65 5.22 -4.23 0.013
C 4.91 6.03 -3.15 -0.055
C 3.90 6.39 -2.24 -0.058
C 2.60 5.95 -2.38 -0.019
C 2.35 5.12 -3.47 -0.170
H -0.40 3.61 0.67 0.064
H -1.52 4.32 -0.48 0.113
H 0.18 4.77 -0.53 0.089
H 0.44 -0.18 -2.26 0.072
H 0.50 1.71 -4.25 0.133
H -0.29 5.09 -2.69 0.138
H -0.80 4.20 -4.15 0.154
H 5.41 4.95 -4.95 0.127
H 5.91 6.43 -3.00 0.116
H 4.14 7.05 -1.42 0.115
H 1.82 6.28 -1.69 0.101
```


(2)
Entry from the OMol25 dataset: a cluster of 2 separate species, C19H27ClN7O5S in total in a non-equilibrium geometry (ωB97M-V/def2-TZVPD).

Computed properties:
- Frontier orbital gap: 7.40 eV
- Energy above the lowest of the compared OMol25 structures with the same formula, charge and spin: 87.7 kJ/mol
- 2S+1: 1
- Charge: +1

Geometry as XYZ:
```
60
Properties=species:S:1:pos:R:3:lowdin_charge:R:1
O -2.41 -0.50 2.00 0.044
O 0.88 0.00 0.82 0.060
O -4.14 2.01 -2.96 0.055
Cl 3.79 -7.16 6.56 0.662
N 4.15 -3.37 1.37 0.141
N 2.54 -4.91 1.70 0.159
O -0.53 -1.77 0.63 0.092
O 2.14 -4.02 0.67 -0.025
S 3.16 -1.73 -0.53 1.022
C -2.66 0.46 1.28 -0.514
C 0.57 -1.05 0.30 -0.573
C -3.84 1.08 -2.23 -0.455
C 3.16 -3.12 0.56 -0.641
C 3.72 -4.48 2.07 -0.301
C -0.55 6.21 -2.55 -0.477
C 6.65 -5.54 4.22 -0.062
C 6.00 -6.22 5.25 -0.099
C 5.90 -4.97 3.18 -0.025
C 3.87 -5.79 4.20 -0.045
C 4.61 -6.34 5.25 -0.646
C 4.50 -5.10 3.15 -0.152
N 0.69 5.98 -2.25 0.236
N -4.35 -0.15 -2.38 0.033
N -1.53 5.40 -2.19 0.110
N -2.82 0.28 -0.04 0.115
N -0.82 7.29 -3.22 0.218
C -2.74 1.85 1.88 0.028
C 1.36 -1.56 -0.90 -0.353
C -5.30 -0.52 -3.42 -0.039
C -1.43 4.16 -1.39 -0.138
C -1.19 2.93 -2.29 -0.164
C -1.42 1.61 -1.54 -0.117
C -2.87 1.34 -1.06 -0.194
H -0.97 -1.32 1.39 0.082
H 7.73 -5.44 4.23 0.108
H 6.57 -6.65 6.07 0.106
H 6.41 -4.43 2.39 0.111
H 2.79 -5.90 4.21 0.112
H 0.93 5.15 -1.73 0.125
H 1.42 6.61 -2.53 0.141
H -4.10 -0.85 -1.70 0.124
H -2.46 5.64 -2.50 0.167
H -2.70 -0.68 -0.34 0.143
H -1.77 7.50 -3.47 0.140
H -0.08 7.91 -3.49 0.138
H -2.61 1.77 2.96 0.098
H -1.95 2.47 1.47 0.077
H -3.72 2.28 1.67 0.090
H 1.23 -0.85 -1.72 0.084
H 0.96 -2.52 -1.21 0.088
H -5.63 -1.55 -3.28 0.092
H -4.83 -0.43 -4.40 0.092
H -6.17 0.14 -3.39 0.093
H -0.63 4.23 -0.65 0.127
H -2.37 4.05 -0.85 0.122
H -1.84 2.98 -3.16 0.110
H -0.16 2.96 -2.64 0.113
H -1.12 0.79 -2.19 0.128
H -0.76 1.60 -0.68 0.109
H -3.27 2.24 -0.60 0.125
```


(3)
Entry from the OMol25 dataset: a structure of composition C20H43IrOP3Se in a non-equilibrium geometry (ωB97M-V/def2-TZVPD).

Computed properties:
- Frontier orbital gap (alpha / beta): 7.20 / 4.76 eV
- Energy above the lowest of the compared OMol25 structures with the same formula, charge and spin: 196.8 kJ/mol
- 2S+1: 6
- Charge: +4

Geometry as XYZ:
```
69
Properties=species:S:1:pos:R:3:lowdin_spin:R:1
Ir 0.43 0.39 -0.09 2.373
P 2.42 1.44 -0.82 0.238
P -1.13 1.93 -1.31 0.249
P 0.23 -1.16 -1.50 0.177
H 1.76 -2.18 3.39 0.001
C 2.27 -2.35 2.43 0.037
C 2.32 -1.44 1.45 0.072
H 1.69 -0.52 1.49 0.040
C 2.98 2.76 0.29 0.033
C 2.24 2.34 -2.39 0.052
C 3.86 0.34 -1.09 0.049
C -2.79 1.53 -0.63 0.056
C -0.96 3.72 -0.94 0.043
C -1.31 1.99 -3.15 0.036
C 1.14 -2.62 -0.97 0.062
C 0.82 -0.80 -3.18 0.035
C -1.52 -1.61 -1.63 0.050
H 2.86 -3.28 2.38 0.003
H 3.02 -1.63 0.62 0.000
H 3.50 2.28 1.14 0.000
H 2.15 3.39 0.66 0.001
H 3.70 3.38 -0.25 0.006
H 1.42 3.08 -2.31 0.001
H 2.08 1.64 -3.22 0.000
H 3.20 2.87 -2.52 0.010
H 3.94 -0.35 -0.24 0.001
H 4.73 0.99 -1.09 0.010
H 3.83 -0.22 -2.04 0.000
H -3.57 2.08 -1.17 0.010
H -2.80 1.84 0.43 0.000
H -3.02 0.46 -0.66 0.002
H -1.39 4.30 -1.76 0.007
H 0.08 4.04 -0.82 0.002
H -1.51 3.97 -0.03 0.001
H -2.01 2.78 -3.45 0.008
H -1.68 1.04 -3.56 0.000
H -0.34 2.22 -3.62 0.001
H 1.08 -3.38 -1.74 0.008
H 0.78 -3.03 -0.02 0.001
H 2.19 -2.39 -0.84 0.001
H 0.70 -1.73 -3.74 0.005
H 1.88 -0.52 -3.24 0.000
H 0.26 -0.03 -3.71 0.000
H -1.63 -2.54 -2.19 0.007
H -2.11 -0.84 -2.14 -0.001
H -1.97 -1.78 -0.64 0.008
C -3.05 -2.82 2.12 0.086
C -1.69 -2.78 2.48 0.037
C -0.82 -3.68 1.87 0.007
C -1.31 -4.63 0.96 0.029
C -2.62 -4.49 0.44 0.003
C -3.50 -3.60 1.04 0.035
Se -4.28 -1.63 2.94 0.770
H -4.09 -0.80 1.75 0.028
H -1.34 -2.00 3.15 0.005
H 0.24 -3.69 2.16 0.001
H -0.68 -5.45 0.60 0.001
H -2.96 -5.15 -0.37 0.000
H -4.50 -3.43 0.66 0.004
C -0.46 0.98 3.36 0.021
C -0.09 2.02 2.38 0.034
C -0.37 3.45 2.63 0.009
O 0.57 1.75 1.33 0.215
H -1.30 1.32 3.98 0.001
H 0.41 0.77 4.01 0.001
H -0.73 0.04 2.85 0.013
H -0.44 3.96 1.66 0.000
H -1.30 3.58 3.20 0.000
H 0.45 3.92 3.21 0.002
```


(4)
Entry from the OMol25 dataset: a cluster of 7 separate species, C28H42O21 in total in a non-equilibrium geometry (ωB97M-V/def2-TZVPD).

Computed properties:
- Frontier orbital gap: 9.59 eV
- SMILES: C[C@H]1COC(=O)O1.C[C@H]1COC(=O)O1.C[C@H]1COC(=O)O1.C[C@H]1COC(=O)O1.C[C@H]1COC(=O)O1.C[C@H]1COC(=O)O1.C[C@H]1COC(=O)O1
- Energy above the lowest of the compared OMol25 structures with the same formula, charge and spin: 253.1 kJ/mol
- 2S+1: 1

Geometry as XYZ:
```
91
Properties=species:S:1:pos:R:3:lowdin_charge:R:1
C 1.86 -2.95 3.00 -0.022
C 2.42 -4.33 2.65 -0.284
C 2.77 -4.65 1.23 -0.078
O 4.20 -4.43 1.16 0.062
C 4.67 -4.53 2.42 -0.585
O 5.84 -4.69 2.65 0.149
O 3.71 -4.33 3.31 0.089
H 1.03 -2.63 2.36 0.081
H 2.66 -2.21 2.98 0.082
H 1.49 -3.00 4.02 0.085
H 1.70 -5.04 3.06 0.149
H 2.32 -4.00 0.48 0.129
H 2.58 -5.70 1.02 0.132
C -1.20 0.20 -0.20 0.000
C 0.32 0.40 -0.34 -0.298
C 0.99 1.46 0.50 -0.074
O 2.21 0.82 0.85 0.083
C 2.19 -0.47 0.51 -0.574
O 3.12 -1.20 0.73 0.141
O 1.00 -0.83 0.00 0.087
H -1.58 1.08 0.33 0.082
H -1.52 -0.65 0.41 0.083
H -1.76 0.22 -1.13 0.061
H 0.49 0.47 -1.41 0.137
H 0.50 1.77 1.42 0.129
H 1.11 2.25 -0.25 0.135
C -6.48 0.00 2.14 -0.031
C -6.21 -1.39 1.70 -0.342
C -4.85 -1.57 0.99 -0.077
O -4.22 -2.63 1.73 0.047
C -5.02 -3.03 2.77 -0.563
O -4.77 -3.91 3.51 0.188
O -6.11 -2.25 2.80 0.095
H -7.43 0.03 2.70 0.092
H -6.60 0.71 1.32 0.092
H -5.66 0.36 2.76 0.096
H -7.00 -1.74 1.02 0.154
H -4.20 -0.70 1.07 0.119
H -4.93 -1.88 -0.05 0.129
C 5.92 0.52 -1.51 -0.026
C 7.05 0.54 -0.55 -0.295
C 6.82 -0.25 0.75 -0.070
O 8.08 -0.92 0.96 0.082
C 8.85 -0.76 -0.12 -0.606
O 10.02 -1.01 -0.14 0.144
O 8.20 -0.17 -1.11 0.081
H 5.16 1.19 -1.10 0.090
H 5.48 -0.45 -1.75 0.094
H 6.13 0.93 -2.50 0.088
H 7.51 1.51 -0.34 0.160
H 6.00 -0.96 0.75 0.125
H 6.58 0.51 1.50 0.132
C -0.87 1.67 -5.61 -0.002
C -0.57 2.85 -4.66 -0.278
C -0.52 2.53 -3.17 -0.090
O 0.87 2.37 -2.91 0.022
C 1.58 2.90 -3.95 -0.583
O 2.77 2.99 -3.94 0.169
O 0.77 3.36 -4.88 0.102
H -0.88 1.91 -6.67 0.086
H -1.94 1.63 -5.36 0.075
H -0.39 0.71 -5.43 0.094
H -1.33 3.61 -4.82 0.152
H -1.17 1.69 -2.92 0.118
H -0.70 3.41 -2.54 0.144
C -6.56 -2.13 -5.53 -0.034
C -5.93 -0.73 -5.63 -0.324
C -6.81 0.27 -4.88 -0.085
O -5.84 0.95 -4.09 0.072
C -4.71 0.23 -4.00 -0.542
O -3.84 0.48 -3.24 0.152
O -4.67 -0.74 -4.99 0.089
H -6.84 -2.33 -4.48 0.083
H -5.87 -2.97 -5.66 0.087
H -7.51 -2.28 -6.04 0.090
H -5.82 -0.58 -6.70 0.152
H -7.59 -0.25 -4.33 0.129
H -7.25 1.00 -5.56 0.137
C 2.06 4.56 4.66 -0.021
C 1.19 3.69 5.54 -0.279
C 0.78 2.28 5.06 -0.093
O 1.67 1.44 5.77 0.077
C 2.13 2.05 6.87 -0.579
O 2.65 1.52 7.79 0.173
O 1.89 3.38 6.79 0.068
H 1.66 4.50 3.65 0.082
H 3.10 4.24 4.68 0.096
H 2.00 5.60 4.98 0.084
H 0.37 4.30 5.92 0.146
H 0.97 2.08 4.00 0.118
H -0.28 2.09 5.18 0.131
```


(5)
Entry from the OMol25 dataset: a cluster of 11 separate species, C27H57Br20FO3SSi in total (ωB97M-V/def2-TZVPD).

Computed properties:
- Frontier orbital gap: 9.01 eV
- SMILES: C[C@H](F)C[Si@@H](S)COCOCCO.BrCCBr.BrCCBr.BrCCBr.BrCCBr.BrCCBr.BrCCBr.BrCCBr.BrCCBr.BrCCBr.BrCCBr
- 2S+1: 1

Geometry as XYZ:
```
110
Properties=species:S:1:pos:R:3:lowdin_charge:R:1
C 0.59 -0.91 0.76 -0.029
C 0.19 -0.18 -0.51 -0.456
F -0.82 0.74 -0.26 -0.045
C -0.29 -1.14 -1.61 -0.262
Si -1.99 -1.86 -1.25 0.401
S -2.82 -2.98 -2.91 0.475
C -2.01 -3.13 0.16 -0.318
O -3.27 -3.83 0.11 -0.198
C -4.32 -3.28 0.88 -0.312
O -5.53 -3.39 0.22 -0.092
C -5.96 -2.22 -0.46 -0.186
C -6.40 -1.10 0.45 -0.228
O -5.33 -0.19 0.69 -0.078
H -0.16 -0.70 1.51 0.055
H 1.57 -0.58 1.09 0.033
H 0.61 -1.98 0.57 0.073
H 1.01 0.40 -0.90 0.083
H 0.47 -1.90 -1.78 0.066
H -0.31 -0.54 -2.52 0.078
H -2.96 -0.80 -0.96 -0.006
H -2.32 -2.34 -3.97 -0.205
H -1.82 -2.69 1.13 -0.013
H -1.23 -3.85 -0.07 0.088
H -4.07 -2.27 1.19 0.104
H -4.39 -3.90 1.78 -0.003
H -6.82 -2.50 -1.05 0.091
H -5.23 -1.84 -1.17 0.107
H -6.82 -1.49 1.37 0.124
H -7.20 -0.56 -0.05 0.117
H -5.56 0.41 1.42 0.088
Br -4.42 0.60 4.98 0.620
C -4.76 -1.22 4.37 -0.694
C -3.64 -2.16 4.75 -0.672
Br -2.09 -1.90 3.61 0.709
H -4.90 -1.17 3.30 0.021
H -5.69 -1.52 4.85 0.063
H -3.95 -3.19 4.60 0.013
H -3.31 -2.03 5.78 0.053
Br 3.47 -0.67 -2.42 0.641
C 3.82 1.24 -2.25 -0.695
C 4.72 1.54 -1.09 -0.694
Br 3.75 1.42 0.59 0.640
H 2.85 1.74 -2.17 -0.018
H 4.28 1.53 -3.19 0.062
H 5.10 2.56 -1.14 -0.010
H 5.56 0.85 -1.03 0.051
Br -1.13 -6.83 5.16 0.639
C -2.99 -6.59 5.66 -0.678
C -3.92 -7.06 4.57 -0.663
Br -3.99 -5.80 3.09 0.761
H -3.12 -5.54 5.89 0.044
H -3.13 -7.18 6.56 0.054
H -4.94 -7.13 4.95 0.060
H -3.62 -8.02 4.16 0.053
Br 7.52 6.09 1.16 0.612
C 8.32 4.65 0.13 -0.692
C 8.36 4.98 -1.34 -0.675
Br 6.61 4.80 -2.16 0.647
H 7.75 3.75 0.34 0.048
H 9.33 4.53 0.52 0.059
H 9.00 4.28 -1.87 0.058
H 8.70 5.99 -1.53 0.052
Br -1.04 -9.97 8.10 0.594
C 0.27 -8.56 8.38 -0.706
C 0.20 -8.02 9.78 -0.694
Br -1.33 -6.84 10.02 0.595
H 0.08 -7.81 7.63 -0.014
H 1.24 -9.03 8.20 0.060
H 1.08 -7.40 9.99 0.058
H 0.12 -8.79 10.53 0.049
Br 1.79 4.30 -1.52 0.673
C 1.74 6.07 -2.33 -0.707
C 3.12 6.61 -2.58 -0.676
Br 3.97 7.23 -0.95 0.633
H 1.16 6.70 -1.66 0.015
H 1.20 5.95 -3.26 0.030
H 3.07 7.48 -3.23 0.040
H 3.79 5.87 -3.02 0.027
Br 5.24 13.71 -0.16 0.601
C 4.19 12.08 -0.05 -0.698
C 4.92 10.90 -0.63 -0.707
Br 4.93 10.93 -2.57 0.586
H 3.25 12.28 -0.56 0.049
H 4.00 11.93 1.01 0.058
H 4.42 9.97 -0.36 -0.014
H 5.96 10.86 -0.31 0.053
Br -0.57 7.18 -5.69 0.621
C -0.24 9.09 -5.50 -0.686
C 0.67 9.37 -4.34 -0.684
Br -0.26 9.21 -2.64 0.639
H -1.20 9.57 -5.40 0.051
H 0.23 9.39 -6.43 0.059
H 1.04 10.40 -4.38 0.061
H 1.52 8.69 -4.30 0.027
Br 5.07 -3.76 -7.44 0.604
C 5.03 -3.68 -5.49 -0.705
C 3.98 -4.59 -4.92 -0.700
Br 2.19 -3.85 -5.13 0.593
H 4.87 -2.64 -5.23 0.037
H 6.02 -3.99 -5.17 0.057
H 4.12 -4.70 -3.85 0.057
H 3.97 -5.57 -5.39 0.049
Br -7.44 -7.58 -1.56 0.595
C -6.20 -6.82 -2.86 -0.692
C -6.03 -5.34 -2.67 -0.688
Br -7.57 -4.36 -3.37 0.613
H -6.57 -7.09 -3.84 0.047
H -5.25 -7.33 -2.68 0.059
H -5.18 -4.97 -3.24 0.030
H -5.92 -5.05 -1.63 0.036
```


(6)
Entry from the OMol25 dataset: the molecule C11H7NOS in a non-equilibrium geometry (ωB97M-V/def2-TZVPD).

Computed properties:
- Frontier orbital gap: 8.96 eV
- SMILES: c1ccc2c(c1)O[C@H]1c3sccc3N21
- Energy above the lowest of the compared OMol25 structures with the same formula, charge and spin: 153.1 kJ/mol
- 2S+1: 1

Geometry as XYZ:
```
21
Properties=species:S:1:pos:R:3:lowdin_charge:R:1
C -2.45 0.33 -0.16 -0.096
C -2.63 -0.93 -0.69 -0.092
C -1.29 0.67 0.52 -0.012
C -1.64 -1.89 -0.60 -0.002
C 2.76 1.44 0.21 -0.094
C 3.90 1.05 -0.43 -0.400
C -0.30 -0.29 0.65 -0.209
C 2.03 0.30 0.58 -0.299
C -0.47 -1.56 0.06 -0.182
C 2.58 -0.88 0.20 -0.442
C 1.60 -1.78 0.91 -0.110
N 0.91 -0.18 1.33 0.122
O 0.58 -2.42 0.27 0.045
S 4.09 -0.67 -0.59 1.026
H -3.23 1.08 -0.26 0.099
H -3.56 -1.18 -1.18 0.101
H -1.14 1.65 0.95 0.112
H -1.76 -2.88 -1.02 0.117
H 2.49 2.47 0.38 0.106
H 4.67 1.67 -0.84 0.060
H 1.97 -2.33 1.77 0.150
```


(7)
Entry from the OMol25 dataset: a cluster of 2 separate species, C11H15N in total in a non-equilibrium geometry (ωB97M-V/def2-TZVPD).

Computed properties:
- Frontier orbital gap (alpha / beta): 9.32 / 6.37 eV
- Energy above the lowest of the compared OMol25 structures with the same formula, charge and spin: 180.3 kJ/mol
- 2S+1: 2
- Charge: +1

Geometry as XYZ:
```
27
Properties=species:S:1:pos:R:3:lowdin_spin:R:1
C 0.90 2.67 -0.12 0.026
C 1.34 0.18 0.04 0.047
C 1.54 1.41 -0.52 0.158
C 2.19 -0.71 -0.69 0.116
C 2.26 1.20 -1.71 0.282
C 0.46 -0.35 1.05 0.094
C 0.32 -1.71 1.04 -0.008
C 1.21 -2.60 0.35 0.169
C 2.19 -2.11 -0.47 0.007
N 2.76 -0.09 -1.85 0.075
H -0.15 0.32 1.58 0.005
H -0.45 -2.31 1.48 -0.002
H 1.24 -3.69 0.45 0.007
H 1.37 3.34 0.65 0.011
H -0.17 2.79 0.19 0.006
H 2.62 1.97 -2.40 0.009
H 3.62 -0.33 -2.29 0.001
H 2.89 -2.78 -1.04 -0.002
H 0.93 3.43 -0.98 0.001
C -3.60 -0.36 0.02 0.000
C -3.13 0.16 1.36 0.001
H -2.86 -0.02 -0.73 0.000
H -3.82 -1.36 -0.22 0.000
H -4.60 0.04 -0.22 0.000
H -3.17 1.29 1.47 0.000
H -2.13 -0.12 1.54 0.000
H -3.78 -0.25 2.03 0.000
```


One value per record, in order, for E_tot: -3862.16053 -2357.92711 -4391.15608 -2672.20800 -53556.52967 -951.46201 -482.56779 Ha.